Record 1
Entry from the Open Molecules 2025 dataset: a molecular structure, C18H22B2F6HgN3O22S2 at a distorted geometry (ωB97M-V/def2-TZVPD).

Results
- Orbital gap (alpha / beta): 0.2263 / 0.0795 Eh
- Expectation value of S²: 0.760
- Max |F|: 0.1235 Eh/bohr
- E_LUMO (alpha / beta): -0.116 / -0.263 hartree
- Multiplicity: 2
- HOMO level (alpha / beta): -9.33 / -9.33 eV

Cartesian coordinates (Å):
1 Hg 5.82776 -25.90604 1.38078
2 O 7.08691 -26.85914 -3.23149
3 C 8.16718 -26.58774 -2.75837
4 O 9.39011 -26.61590 -3.36469
5 B 10.43257 -26.14463 -2.45049
6 O 9.74046 -25.81949 -1.19404
7 C 8.40914 -25.98741 -1.39175
8 O 7.54437 -25.83666 -0.53514
9 O 11.13678 -24.94231 -2.93533
10 C 12.31419 -25.25909 -3.46071
11 O 13.12441 -24.56301 -4.08633
12 C 12.57185 -26.71364 -3.00490
13 O 11.50458 -27.13905 -2.30839
14 O 13.61433 -27.37528 -3.07343
15 O 4.98202 -18.66582 -4.85229
16 C 5.52745 -19.51306 -4.16800
17 O 5.11183 -20.18168 -3.03526
18 B 6.15425 -21.04164 -2.43230
19 O 7.23060 -21.01867 -3.48134
20 C 6.98202 -20.05560 -4.44680
21 O 7.74466 -19.64391 -5.31301
22 O 5.62182 -22.40921 -2.03315
23 C 5.84900 -22.66041 -0.74341
24 O 5.53069 -23.70988 -0.06209
25 C 6.58683 -21.38281 -0.18640
26 O 6.68384 -20.45876 -1.16037
27 O 6.81075 -21.22064 1.02135
28 C 4.01705 -26.77566 5.17160
29 F 4.95350 -25.91211 5.75238
30 F 3.31833 -27.29423 6.17703
31 F 3.04645 -26.23362 4.38677
32 S 5.07524 -28.17483 4.28326
33 O 5.78100 -28.76998 5.40293
34 O 4.03379 -28.95081 3.59101
35 N 6.01451 -27.22163 3.13213
36 S 7.39772 -27.90523 3.10846
37 O 7.24621 -29.33519 3.02385
38 O 8.15222 -27.26182 2.00848
39 C 8.22214 -27.20276 4.72104
40 F 7.41321 -26.51155 5.47926
41 F 8.74581 -28.22491 5.32586
42 F 9.32044 -26.46829 4.41139
43 C 4.75102 -22.55687 4.28670
44 C 5.21428 -23.21538 3.01557
45 C 6.72780 -23.54258 3.11575
46 O 7.27957 -24.22093 1.97391
47 C 8.68650 -24.15829 2.05495
48 N 4.42012 -24.44197 2.76021
49 H 5.11486 -22.96360 5.23025
50 H 3.68378 -22.36128 4.39085
51 H 5.08194 -21.51845 4.30317
52 H 4.98296 -22.49396 2.23190
53 H 6.89956 -24.19123 3.97473
54 H 7.24411 -22.60421 3.31822
55 H 9.19078 -24.65004 1.22310
56 H 9.08177 -24.72892 2.89533
57 H 9.12082 -23.15888 2.08060
58 H 3.55070 -24.01415 2.47532
59 H 4.11541 -24.86393 3.62577
60 C 1.87813 -27.70550 -0.08105
61 C 3.29495 -27.53800 0.56908
62 C 4.35399 -28.55849 0.06619
63 O 5.77470 -28.39513 0.35883
64 C 6.53260 -29.12483 -0.56159
65 N 3.77411 -26.17368 0.18334
66 H 1.94172 -27.48982 -1.14760
67 H 1.18425 -27.13382 0.53524
68 H 1.59766 -28.73848 0.12485
69 H 3.24923 -27.44575 1.65421
70 H 4.19008 -28.48146 -1.00866
71 H 3.92705 -29.53998 0.27230
72 H 6.35107 -30.19882 -0.52052
73 H 7.59392 -29.03375 -0.33050
74 H 6.35217 -28.83428 -1.59655
75 H 2.97867 -25.56767 0.32519
76 H 3.68370 -26.12090 -0.82122

Atom charges from the Löwdin analysis, given in e for atoms 1 to 5: 1.2288 0.1769 -0.3215 0.2301 -0.8709

***

Record 2
Entry from the Open Molecules 2025 dataset: a molecular structure, C15H10F3MnN2O6 (ωB97M-V/def2-TZVPD).

Results
- Net charge: -1
- Orbital gap (alpha / beta): 0.2858 / 0.2689 Eh
- Expectation value of S²: 1.021
- Energy above the lowest of the compared OMol25 structures with the same formula, charge and spin: 1.6 kcal/mol
- Max |F|: 0.0052 Eh/bohr
- E_LUMO (alpha / beta): 0.100 / 0.100 hartree
- Multiplicity: 2
- HOMO level (alpha / beta): -5.07 / -4.61 eV

Cartesian coordinates (Å):
1 Mn 2.31197 0.72517 -0.09127
2 O 3.44201 0.62734 -1.71097
3 N 2.90862 0.08392 -2.73297
4 N 1.71424 -0.31291 -2.52595
5 O 1.11459 -0.18332 -1.36170
6 C 0.98917 -0.92947 -3.59245
7 C -0.29204 -1.38592 -3.33194
8 C -1.01716 -1.99080 -4.34923
9 C -0.47085 -2.13952 -5.61398
10 C 0.81652 -1.67422 -5.85954
11 C 1.55136 -1.06865 -4.85646
12 H -0.69907 -1.25836 -2.34023
13 H -2.01878 -2.34680 -4.14499
14 H -1.04081 -2.61167 -6.40351
15 H 1.25383 -1.78107 -6.84400
16 H 2.55055 -0.70114 -5.03714
17 O 2.42364 -0.51575 3.84281
18 C 1.78721 -0.10228 2.88168
19 O 2.28398 0.13876 1.72421
20 C 0.29073 0.11146 3.03774
21 C -0.51730 0.51566 1.98485
22 C -1.89432 0.71103 2.14615
23 C -2.40432 0.48618 3.39761
24 O -3.71293 0.58260 3.81805
25 C -3.66697 0.40812 5.23025
26 O -2.38570 -0.09539 5.57725
27 C -1.60517 0.08265 4.44983
28 C -0.26056 -0.11552 4.30865
29 H -0.07658 0.69973 1.01493
30 H -2.52108 1.03428 1.32679
31 H -4.43140 -0.30930 5.52902
32 H -3.82883 1.37502 5.72238
33 H 0.38186 -0.43241 5.11743
34 F 2.51416 3.40097 0.88397
35 C 1.84979 2.66723 -0.07619
36 F 0.51764 2.98486 0.13743
37 F 2.14200 3.31951 -1.25852

Atom charges from the Löwdin analysis, given in e for atoms 1 to 5: 0.7409 -0.1784 0.0047 -0.2123 -0.1547

***

Record 3
Entry from the Open Molecules 2025 dataset: 16 unconnected molecules or ions with the total composition C44H122N2O28 at a distorted geometry (ωB97M-V/def2-TZVPD).

Results
- Orbital gap: 0.3277 Eh
- Max |F|: 0.0514 Eh/bohr
- E_LUMO: 0.003 hartree
- HOMO level: -8.85 eV

Cartesian coordinates (Å):
1 C 2.64613 4.87645 -1.40771
2 C 1.17148 4.63286 -1.73895
3 O 0.32067 4.78682 -0.62472
4 O 3.25582 3.69762 -0.88729
5 H 2.76744 5.71861 -0.72030
6 H 3.19772 5.09028 -2.32716
7 H 1.17915 3.64681 -2.20524
8 H 0.91206 5.30522 -2.56616
9 H 0.33161 5.72584 -0.41293
10 H 3.35867 3.79155 0.07550
11 C 6.44804 0.12560 -1.61160
12 C 5.50361 1.17197 -1.03763
13 O 5.22735 2.11031 -2.07920
14 O 7.67887 0.66023 -2.01484
15 H 5.91701 -0.33424 -2.45806
16 H 6.58911 -0.70248 -0.91662
17 H 5.98362 1.66146 -0.18363
18 H 4.53730 0.72230 -0.78246
19 H 4.53776 2.70441 -1.73725
20 H 7.51907 1.36109 -2.65472
21 C 2.56997 -3.06207 -2.45069
22 C 1.23463 -3.72138 -2.18042
23 O 1.35093 -4.95748 -1.50850
24 O 3.09488 -2.34818 -1.31678
25 H 2.51582 -2.31045 -3.24914
26 H 3.32456 -3.79027 -2.74801
27 H 0.74485 -3.88771 -3.14519
28 H 0.53026 -3.06834 -1.65102
29 H 1.59543 -4.82177 -0.57727
30 H 2.44880 -1.62143 -1.10766
31 C 5.46112 -3.03141 1.09394
32 C 4.98685 -3.38841 2.49463
33 O 5.50802 -2.56949 3.51902
34 O 4.79206 -3.90006 0.20197
35 H 6.54866 -3.03938 0.97337
36 H 5.18880 -1.99123 0.86981
37 H 5.16288 -4.46216 2.66237
38 H 3.89466 -3.30999 2.48269
39 H 4.85538 -2.69637 4.22965
40 H 4.37485 -3.37009 -0.51090
41 C -5.37957 0.08810 2.70086
42 C -3.86414 0.05352 2.60742
43 O -3.43826 0.14391 1.27393
44 O -5.97948 1.33789 2.42448
45 H -5.63167 -0.11378 3.75943
46 H -5.77746 -0.72581 2.09504
47 H -3.53155 -0.89200 3.04831
48 H -3.41593 0.87185 3.19245
49 H -3.30704 1.07030 0.97875
50 H -5.78257 1.89350 3.20755
51 C -3.28887 -3.98796 2.87416
52 C -2.53093 -3.62289 1.62424
53 O -1.13356 -3.51635 1.87470
54 O -4.69175 -4.17299 2.64698
55 H -3.12577 -3.26908 3.68438
56 H -2.91183 -4.94788 3.24785
57 H -2.82129 -2.64993 1.20982
58 H -2.74121 -4.33891 0.82588
59 H -0.90458 -2.57096 1.92652
60 H -5.12925 -3.97152 3.47651
61 C -1.51125 1.51649 5.83656
62 C -1.91131 2.07268 7.17753
63 O -3.04696 2.92587 7.06463
64 O -0.95931 2.46534 4.93868
65 H -2.33604 0.96475 5.36877
66 H -0.68532 0.81298 5.97495
67 H -1.06965 2.62796 7.60562
68 H -2.17878 1.23714 7.83499
69 H -3.52447 2.88322 7.89583
70 H -1.66130 3.02028 4.58053
71 C 2.37459 -5.15182 2.19215
72 C 1.12929 -5.90628 2.62891
73 O 0.34899 -5.08198 3.46345
74 O 2.01143 -4.11443 1.26299
75 H 3.06666 -5.80255 1.64364
76 H 2.85033 -4.70635 3.07217
77 H 1.48322 -6.79451 3.15946
78 H 0.61956 -6.27561 1.73313
79 H -0.10913 -4.49146 2.82868
80 H 2.84052 -3.70831 0.94918
81 C -1.20566 0.04284 -7.69510
82 C -0.61527 -0.12784 -9.10068
83 O -0.25531 1.15050 -9.64030
84 O -2.61899 0.26549 -7.78479
85 H -0.71761 0.90157 -7.22504
86 H -1.00480 -0.82760 -7.07281
87 H -1.33750 -0.60288 -9.76970
88 H 0.25526 -0.77987 -9.02992
89 H -1.00087 1.71655 -9.41548
90 H -2.76873 1.20584 -7.91269
91 C 2.31426 -4.61084 6.45326
92 C 3.61661 -4.04451 5.93211
93 O 3.44097 -2.74942 5.33737
94 O 1.85185 -3.73009 7.46030
95 H 2.51479 -5.62116 6.83278
96 H 1.53513 -4.77705 5.70154
97 H 4.04172 -4.62724 5.11756
98 H 4.25476 -3.94216 6.81476
99 H 3.18382 -2.11961 6.02063
100 H 1.09396 -4.06328 7.94371
101 C -0.33867 -0.40018 3.22969
102 O -0.16330 -1.09154 2.01095
103 C 1.19120 -1.15253 1.57550
104 C 1.61729 -0.01159 0.69153
105 N 1.23956 -0.29604 -0.69236
106 C 1.44216 0.79639 -1.63007
107 C 0.99913 0.35901 -3.00471
108 O -0.36079 -0.00227 -2.90428
109 C -0.92135 -0.21876 -4.19262
110 H 0.45228 -0.59152 3.96507
111 H -1.17801 -0.84388 3.77320
112 H -0.45406 0.67328 3.08584
113 H 1.28760 -2.10211 1.03847
114 H 1.86066 -1.32935 2.41940
115 H 2.68257 0.21681 0.77523
116 H 1.09093 0.91119 0.98493
117 H 0.23787 -0.47112 -0.65661
118 H 2.45720 1.19405 -1.68073
119 H 0.79744 1.64146 -1.34525
120 H 1.62720 -0.46359 -3.37574
121 H 1.09798 1.15932 -3.74831
122 H -0.72732 0.64061 -4.84049
123 H -2.00275 -0.29115 -4.12317
124 H -0.45226 -1.10659 -4.62197
125 C -1.22845 2.36797 0.48136
126 O -2.58578 2.61637 0.79513
127 C -2.92273 3.98334 0.68299
128 C -4.37157 4.25477 1.07810
129 N -4.48777 4.44050 2.50886
130 C -5.85546 4.57922 2.98751
131 C -5.90047 4.22636 4.46887
132 O -5.56450 2.84411 4.60736
133 C -5.88478 2.33713 5.90658
134 H -0.49938 2.77441 1.19664
135 H -1.05170 2.77050 -0.51511
136 H -1.08978 1.29360 0.63065
137 H -2.79098 4.33913 -0.34445
138 H -2.29025 4.59953 1.33359
139 H -4.91994 3.36689 0.72541
140 H -4.76210 5.11805 0.54069
141 H -3.99749 3.76764 3.07902
142 H -6.56636 3.97903 2.40720
143 H -6.20273 5.61427 2.89022
144 H -6.92589 4.36185 4.83070
145 H -5.21351 4.81287 5.08312
146 H -6.90913 1.96900 5.80808
147 H -5.83812 3.08027 6.70218
148 H -5.17275 1.54183 6.10592
149 C 2.47299 0.76568 -6.46989
150 C 3.11919 -0.51837 -6.98874
151 C 4.09900 -0.99545 -5.94733
152 O 2.02479 -1.47682 -7.01520
153 H 1.62814 1.13003 -7.05375
154 H 3.21069 1.57708 -6.47365
155 H 2.20767 0.71534 -5.41565
156 H 3.46273 -0.34274 -8.00782
157 H 4.98775 -0.36764 -5.85683
158 H 4.44055 -2.01569 -6.16052
159 H 3.67053 -1.11796 -4.95126
160 H 2.33894 -2.17405 -7.60234
161 C 2.44132 2.26273 3.26882
162 C 2.23796 3.39631 2.29298
163 C 1.52333 4.58218 2.92929
164 O 3.52343 3.92645 1.86770
165 H 3.04580 1.44793 2.86996
166 H 1.46635 1.87758 3.57670
167 H 2.90578 2.65746 4.17847
168 H 1.73793 3.09002 1.37241
169 H 1.37143 5.36310 2.18377
170 H 2.08148 5.01366 3.76153
171 H 0.53858 4.31959 3.32994
172 H 4.14068 3.80308 2.59572
173 C -2.60722 -3.05694 -3.70748
174 C -2.20224 -4.53232 -3.79685
175 C -2.50416 -5.27883 -2.52388
176 O -2.81796 -5.15157 -4.93365
177 H -1.82919 -2.50838 -3.17559
178 H -3.54084 -2.96185 -3.14172
179 H -2.78310 -2.55720 -4.66010
180 H -1.14370 -4.48930 -4.06056
181 H -3.56108 -5.52390 -2.38732
182 H -2.18024 -4.72346 -1.64085
183 H -2.02926 -6.26165 -2.48028
184 H -3.72301 -4.83118 -4.99981
185 C -2.71414 2.80419 -5.15746
186 C -2.94426 3.32669 -3.74425
187 C -1.98646 4.49063 -3.48862
188 O -4.27500 3.79375 -3.54838
189 H -2.87025 3.53046 -5.96274
190 H -3.48281 2.04939 -5.35524
191 H -1.72535 2.36681 -5.26593
192 H -2.76163 2.47260 -3.09273
193 H -1.90267 4.69727 -2.41882
194 H -2.20258 5.44022 -3.97726
195 H -0.98907 4.18245 -3.82138
196 H -4.54041 4.30739 -4.31709

Atom charges from the Löwdin analysis, given in e for atoms 1 to 5: -0.1958 -0.2494 -0.0669 -0.0967 0.1282

***

Record 4
Entry from the Open Molecules 2025 dataset: a molecular structure, C25H55NO2Si2Tb at a distorted geometry (ωB97M-V/def2-TZVPD).

Results
- Net charge: +1
- Orbital gap (alpha / beta): 0.2828 / 0.2932 Eh
- Expectation value of S²: 12.721
- Energy above the lowest of the compared OMol25 structures with the same formula, charge and spin: 48.9 kcal/mol
- Max |F|: 0.0684 Eh/bohr
- E_LUMO (alpha / beta): -0.116 / -0.105 hartree
- Multiplicity: 7
- HOMO level (alpha / beta): -10.86 / -10.83 eV

Cartesian coordinates (Å):
1 O 1.77492 0.14424 0.35593
2 O 2.66896 -0.11977 -1.94693
3 C 2.07727 1.31735 1.11512
4 C 1.92381 1.13361 2.60058
5 H 1.38534 2.08346 0.72564
6 H 3.08474 1.65644 0.84146
7 H 0.91365 0.79724 2.86775
8 H 2.10848 2.09820 3.07644
9 H 2.64644 0.41151 2.99173
10 C 2.21249 -1.14202 0.86841
11 C 3.71689 -1.17951 0.96780
12 H 1.86286 -1.92100 0.16636
13 H 1.68388 -1.29857 1.82740
14 H 4.17987 -0.88064 0.01445
15 H 4.08252 -2.18504 1.20664
16 H 4.06840 -0.51423 1.76365
17 C 2.59072 -1.02534 -3.06617
18 C 3.77845 0.79747 -2.03275
19 C 3.05362 -2.40764 -2.68005
20 H 3.20059 -0.60352 -3.88254
21 H 1.55348 -1.06916 -3.41980
22 H 4.11276 -2.39180 -2.37503
23 H 2.96100 -3.04789 -3.56634
24 H 2.45716 -2.85218 -1.86811
25 C 5.10027 0.08232 -2.19625
26 H 3.78458 1.40024 -1.11531
27 H 3.62083 1.49295 -2.87676
28 H 5.27774 -0.65639 -1.39815
29 H 5.90138 0.83601 -2.16034
30 H 5.14354 -0.43357 -3.17002
31 H 1.19469 0.23146 -1.23102
32 Tb -1.36373 -0.40550 0.15784
33 C 0.08052 0.45105 -1.75181
34 Si 0.23762 1.90907 -2.99433
35 H -0.32130 -0.49853 -2.19147
36 H -0.56664 1.12695 -1.09190
37 C 1.29912 3.20630 -2.17755
38 C -1.46797 2.63498 -3.21393
39 C 0.87660 1.44336 -4.67464
40 C -1.76395 1.86617 0.72428
41 Si -3.55995 1.84228 1.21213
42 H -1.62455 2.69429 0.01467
43 H -1.10811 2.11258 1.57998
44 C -4.57450 2.67374 -0.13387
45 C -3.82136 2.75525 2.82968
46 C -4.25800 0.09993 1.48292
47 H 0.68920 2.34161 -5.28290
48 H 0.31049 0.60449 -5.08595
49 H 1.94772 1.21842 -4.67880
50 H 0.80243 3.64528 -1.30614
51 H 1.41720 3.98351 -2.94675
52 H 2.29302 2.85548 -1.88106
53 H -2.09248 2.65026 -2.31150
54 H -2.00614 2.08152 -3.99520
55 H -1.33524 3.67204 -3.55502
56 H -3.09198 3.57189 2.91923
57 H -3.70495 2.09595 3.69989
58 H -4.82906 3.19304 2.86358
59 H -3.68600 -0.49052 2.21621
60 H -4.39162 -0.46723 0.54711
61 H -5.26673 0.22150 1.91333
62 H -5.51817 3.05135 0.28329
63 H -4.81822 1.98180 -0.95110
64 H -4.02785 3.52639 -0.56051
65 C -0.77759 -3.60517 -0.70370
66 N -1.39611 -2.79799 0.37534
67 C -2.87228 -2.93446 0.30809
68 C -0.87838 -3.27920 1.71353
69 C -1.16355 -2.29827 2.83906
70 C -1.58650 -2.82157 4.08381
71 C -1.93076 -1.93692 5.12760
72 C -1.79943 -0.56532 4.91082
73 C -1.34971 -0.07559 3.67078
74 C -1.07066 -0.93453 2.61035
75 H -1.09032 -3.23532 -1.68901
76 H -1.06623 -4.66382 -0.59343
77 H 0.31886 -3.52826 -0.61732
78 H -3.35979 -2.36604 1.11487
79 H -3.23663 -2.57947 -0.67075
80 H -3.15874 -3.99198 0.42848
81 H -1.34516 -4.25866 1.92513
82 H 0.20291 -3.45002 1.57721
83 H -1.69444 -3.89035 4.21129
84 H -2.29472 -2.32560 6.06221
85 H -2.05954 0.13238 5.70684
86 H -1.26797 1.00324 3.54530

Atom charges from the Löwdin analysis, given in e for atoms 1 to 5: -0.3025 -0.2715 -0.2412 -0.0518 0.1176